Record 1
Here is C26H27IrN7S7 as an isolated structure at a distorted geometry from the OMol25 dataset. Energies are from ωB97M-V/def2-TZVPD.

Computed properties:
HOMO-LUMO gap (spin up / spin down): 0.208 / 0.200 hartree
HOMO level (spin up / spin down): -12.65 / -12.65 eV
Net charge: +2
Multiplicity: 2
⟨S²⟩: 0.756

XYZ file:
```
68
Properties=species:S:1:pos:R:3:forces:R:3
Ir 1.295638 0.640016 -0.517974 -0.25 -1.67 1.22
S 0.528059 -1.624461 -0.087357 0.66 1.65 -0.76
S -0.576456 -2.931135 -4.055615 0.08 -0.04 0.06
S -1.743446 -0.964343 1.266678 -0.23 -0.18 0.31
S -3.374669 -2.054885 -4.397201 -0.09 0.06 -0.07
S 2.782143 0.470877 1.240534 0.04 -0.12 -0.17
S 1.947999 -3.409821 -2.465445 0.01 -0.19 -0.09
S -1.938272 -1.617380 -1.851287 0.04 -0.20 0.08
N 2.778428 0.240386 -1.944466 0.25 0.12 0.07
N 0.492127 1.616504 2.146629 -0.28 -0.23 0.49
N 0.087856 1.455050 0.859862 0.57 0.57 -0.30
N 2.081832 1.174341 3.707600 0.10 0.08 0.04
N -0.286375 1.208419 -1.723269 0.10 -0.05 -0.45
N -2.117589 -1.872676 3.711351 -0.10 -0.11 0.11
N -1.144114 -3.372529 2.273613 0.05 -0.08 0.11
C -2.582944 2.029956 -2.999892 -0.01 -0.04 0.01
C 4.295766 1.351522 -3.424525 0.03 0.00 -0.09
C 3.688830 -0.732442 -1.781078 0.01 -0.02 0.05
C -2.352463 4.268887 3.192370 -0.08 -0.02 -0.01
C -1.563252 3.254878 1.147836 -0.07 0.02 -0.03
C 1.673618 1.141106 2.432415 -0.19 -0.01 -0.53
C -0.493956 0.908559 -3.005961 0.12 0.08 -0.12
C 0.364964 -2.706132 -2.609779 -0.07 0.05 0.20
C -2.047204 -2.186049 -3.482460 -0.07 0.06 -0.08
C -2.371269 2.328117 -1.659297 -0.18 0.04 0.08
C 2.432071 -3.673614 -4.190681 -0.12 0.12 0.11
C 4.907432 -0.726445 -2.430288 0.03 0.02 -0.03
C -2.087083 -2.792597 4.854724 -0.01 -0.15 0.05
C -1.065982 -4.429297 3.288486 -0.02 -0.05 0.10
C -0.896020 2.173078 0.398358 0.00 0.29 -0.06
C 5.229059 0.339499 -3.255435 -0.03 -0.04 0.04
C -0.250043 -2.047115 -1.589370 -0.19 -0.08 -0.06
C 3.084929 1.256995 -2.773818 -0.16 -0.05 -0.12
C -1.630580 1.302900 -3.688229 0.05 0.17 0.00
C -2.617327 5.452904 2.518130 0.02 -0.04 0.00
C -0.962381 -3.795875 4.664672 0.02 0.16 -0.14
C -2.370135 5.536982 1.156947 0.10 0.09 -0.06
C -1.660009 -2.175343 2.505234 0.12 0.11 -0.15
C -1.203338 1.923363 -1.038756 -0.27 -0.12 0.13
C -1.832344 3.178848 2.517418 -0.21 -0.19 -0.05
C -1.846612 4.451030 0.476847 0.22 0.00 0.03
H 4.503603 2.212240 -4.044034 -0.04 -0.04 -0.05
H 6.187964 0.382883 -3.753978 0.00 0.01 0.01
H 1.544888 1.716754 4.365245 0.00 -0.01 0.00
H 0.288141 0.341882 -3.497096 -0.02 -0.06 0.05
H -0.189892 -5.039541 3.080802 0.00 0.01 -0.07
H -2.550943 4.197671 4.253396 -0.01 -0.02 -0.01
H -0.809914 -3.566393 1.345226 -0.07 0.02 -0.04
H 3.334474 -4.279170 -4.150594 0.00 0.00 0.00
H -2.565625 -0.977526 3.823800 0.10 0.06 -0.04
H 5.603510 -1.535072 -2.257067 -0.01 0.00 -0.01
H -1.949800 -5.065905 3.217336 -0.01 0.00 -0.03
H -3.111696 2.868304 -1.088379 -0.02 0.00 -0.03
H 2.319043 2.009511 -2.921477 0.03 0.05 0.12
H -1.923913 -2.204319 5.755208 -0.04 0.05 -0.02
H -3.482786 2.359384 -3.501572 -0.04 -0.02 0.07
H -1.759509 1.048575 -4.730547 0.03 -0.04 0.01
H -1.584092 4.559161 -0.567441 -0.07 0.03 -0.01
H -1.659655 2.252687 3.040642 0.09 0.02 0.05
H -3.005349 6.309270 3.053016 -0.02 -0.01 0.00
H 2.642188 -2.722325 -4.674294 0.01 -0.03 -0.06
H 1.661624 -4.221017 -4.727640 0.08 -0.08 -0.04
H 3.420804 -1.526812 -1.103453 0.03 0.07 0.11
H 3.041032 0.972659 3.931791 0.00 0.00 -0.01
H -2.545819 6.463841 0.627758 -0.04 -0.02 0.00
H -3.048096 -3.300677 4.952590 -0.03 0.03 -0.04
H -0.000398 -3.286167 4.748542 0.00 -0.03 0.08
H -1.016689 -4.561974 5.434705 0.02 0.00 0.00
```
Positions in Å, forces in eV/Å.

natural (NBO) population analysis, charges in e, atoms 1 to 4: number 1, Ir, carries 0.798; number 2, S, carries 0.282; number 3, S, carries 0.490; number 4, S, carries 0.005

---

Record 2
Here is one molecule with the formula C26H27NO3 from the OMol25 dataset. Energies are from ωB97M-V/def2-TZVPD.

Computed properties:
ΔE to the lowest compared entry with this formula, charge and spin: 0.000 eV
HOMO-LUMO gap: 0.328 hartree
HOMO level: -8.63 eV

XYZ file:
```
57
Properties=species:S:1:pos:R:3:forces:R:3
O 3.177901 -1.190707 2.364228 0.04 -0.13 0.27
O -3.838260 0.060257 -2.361448 0.02 0.00 0.14
O 1.067783 -3.049697 0.070360 -0.23 0.05 -0.36
N 4.600348 -0.399271 0.130994 0.36 -0.12 -0.09
C 5.178684 1.860815 -0.505336 -0.06 -0.21 0.17
C -6.184409 1.340706 1.844042 -0.02 -0.02 0.04
C 1.863678 -2.806499 1.207380 0.41 0.36 0.53
C -0.055556 -2.316311 -0.134008 -0.24 0.07 -0.10
C 1.056309 2.371677 0.051044 -0.03 -0.05 -0.01
C 2.857021 1.052138 -0.825171 -0.03 0.04 -0.12
C -1.843438 -1.844156 -1.675287 -0.05 0.06 0.11
C 4.310810 0.649193 -0.853093 0.17 0.18 -0.18
C -4.471321 0.355323 -0.107134 -0.36 0.19 0.09
C -0.598166 -1.396844 0.761689 0.33 -0.24 0.17
C -4.749282 -0.402053 1.028153 0.03 0.04 -0.14
C -0.701593 -2.538126 -1.355047 0.16 -0.04 0.09
C 0.158027 1.733514 -0.781474 -0.01 0.09 0.00
C -5.920103 2.094170 0.711637 -0.04 0.07 -0.01
C 3.350580 2.870434 0.879748 0.18 0.01 0.11
C 1.950259 0.437590 -1.683448 -0.04 0.06 -0.03
C -3.589448 -0.156590 -1.190349 0.01 0.02 -0.11
C -2.396182 -0.926563 -0.778309 0.30 -0.15 -0.03
C -1.756514 -0.716865 0.440277 -0.17 -0.08 -0.26
C -5.077127 1.599153 -0.265280 0.12 -0.09 -0.05
C 2.655650 -1.498310 1.094315 -0.19 -0.17 -0.50
C 2.411160 2.054399 0.033193 -0.08 -0.04 -0.01
C 0.610353 0.772128 -1.669071 0.00 -0.04 -0.11
C 4.788947 2.361329 0.880543 0.01 0.19 -0.05
C -5.606615 0.090244 1.995182 -0.07 -0.02 0.11
C 3.798203 -1.611174 0.070893 -0.42 0.00 0.20
H 2.971040 2.919316 1.903264 -0.02 0.07 -0.02
H -2.334786 -1.997621 -2.624641 -0.02 -0.01 -0.08
H -0.122559 -1.194331 1.707671 0.10 0.03 0.08
H 4.422981 -2.461661 0.357504 -0.01 0.02 -0.02
H 3.331346 3.891877 0.483806 0.00 0.01 0.07
H 5.460617 3.161177 1.197590 0.00 -0.03 0.05
H 1.973307 -0.697080 0.772389 0.09 -0.19 0.02
H -5.825934 -0.503302 2.870663 -0.02 -0.05 0.06
H 2.551355 -3.654137 1.264433 -0.08 0.06 0.05
H 5.018484 2.642935 -1.249516 0.06 0.01 -0.07
H 2.303047 -0.307584 -2.382883 0.06 -0.09 -0.06
H -6.377835 3.064641 0.588496 -0.03 0.08 -0.01
H 0.710026 3.143687 0.724217 -0.04 0.10 0.07
H 4.891235 1.534977 1.585064 0.06 0.11 0.02
H 5.586907 -0.623486 0.062996 -0.09 -0.02 0.03
H -0.078169 0.289430 -2.344908 -0.08 -0.07 -0.05
H 3.381108 -1.808805 -0.923886 0.07 -0.04 0.02
H 1.267662 -2.785917 2.126127 0.00 -0.05 -0.08
H -4.869520 2.167647 -1.159795 0.00 0.03 -0.08
H 3.885115 -0.548694 2.200321 -0.02 -0.01 -0.06
H 4.549484 0.299638 -1.875404 -0.09 0.06 0.19
H -6.847863 1.723775 2.605496 -0.05 0.03 0.06
H -0.889287 1.995304 -0.755886 -0.10 0.04 0.01
H -0.272556 -3.256010 -2.036293 0.05 -0.09 -0.08
H -2.146997 0.010297 1.136835 -0.01 0.03 0.06
H -4.311698 -1.383605 1.139019 0.05 -0.05 0.03
H 6.234428 1.581343 -0.523727 0.05 0.01 -0.07
```
Positions in Å, forces in eV/Å.

natural (NBO) population analysis, charges in e, atoms 1 to 4: number 1, O, carries -0.730; number 2, O, carries -0.543; number 3, O, carries -0.490; number 4, N, carries -0.659